1.
{"formula": "C9H20CuNO4S2", "method": "ωB97M-V/def2-TZVPD", "species": ["C", "C", "C", "C", "C", "C", "C", "C", "C", "S", "O", "O", "N", "S", "O", "O", "H", "H", "H", "H", "H", "H", "H", "H", "H", "H", "H", "H", "H", "H", "H", "H", "H", "H", "H", "H", "Cu"], "coordinates": [[-2.106, -1.146, -2.800], [-1.684, -2.652, -2.789], [-0.361, -2.967, -2.015], [-0.227, -2.283, -0.615], [1.303, -1.957, -0.316], [1.322, -0.626, 0.535], [0.869, -0.862, 2.019], [0.559, 0.459, 2.790], [-0.714, 1.187, 2.205], [-0.285, 2.773, 1.375], [-0.006, 3.812, 2.455], [-1.414, 3.220, 0.497], [1.106, 2.561, 0.486], [1.313, 3.915, -0.526], [1.115, 3.561, -1.959], [2.704, 4.412, -0.311], [-3.038, -1.079, -3.408], [-1.352, -0.458, -3.221], [-2.412, -0.860, -1.768], [-2.546, -3.276, -2.462], [-1.505, -2.949, -3.852], [0.523, -2.800, -2.671], [-0.366, -4.069, -1.825], [-0.554, -2.970, 0.192], [-0.759, -1.318, -0.522], [1.823, -1.714, -1.268], [1.807, -2.772, 0.238], [2.373, -0.258, 0.593], [0.711, 0.149, 0.023], [1.690, -1.406, 2.538], [-0.005, -1.556, 2.014], [0.318, 0.169, 3.839], [1.427, 1.145, 2.853], [-1.395, 1.423, 3.049], [-1.271, 0.519, 1.514], [0.382, 4.848, -0.122], [0.656, 5.826, 3.237]], "homo_lumo_gap_ev": 5.39, "lumo_energy_ev": -3.22, "energy_ha": -3147.30565}

2.
{"formula": "C2H2ClF2I", "method": "ωB97M-V/def2-TZVPD", "species": ["C", "C", "F", "F", "Cl", "I", "H", "H"], "coordinates": [[0.380, -0.656, -0.225], [-0.485, 0.384, 0.387], [0.951, -1.509, 0.620], [0.143, 1.098, 1.332], [-1.906, -0.406, 1.169], [-1.103, 1.762, -1.170], [0.042, -1.129, -1.143], [1.977, 0.456, -0.970]], "homo_lumo_gap_ev": [9.08, 8.87], "de_lowest_ev": 3.894, "lumo_energy_ev": [-0.88, -0.84], "energy_ha": -1034.87162}

3.
{"formula": "C3H11N2OS", "method": "ωB97M-V/def2-TZVPD", "species": ["C", "C", "S", "N", "H", "H", "H", "H", "H", "H", "N", "C", "O", "H", "H", "H", "H", "H"], "coordinates": [[1.707, 1.287, 1.847], [1.259, -0.155, 2.106], [1.292, -1.190, 0.611], [0.946, 1.995, 0.824], [2.749, 1.263, 1.525], [1.656, 1.864, 2.780], [0.249, -0.134, 2.531], [1.921, -0.577, 2.867], [-0.020, 2.074, 1.127], [0.927, 1.369, 0.020], [-2.500, -0.604, -2.705], [-1.550, -0.801, -1.636], [-0.589, -1.772, -2.006], [-1.991, -0.376, -3.551], [-2.988, -1.474, -2.885], [-1.053, 0.146, -1.418], [-2.092, -1.127, -0.744], [0.078, -1.789, -1.294]], "homo_lumo_gap_ev": 6.91, "de_lowest_ev": 0.208, "lumo_energy_ev": 3.97, "total_charge": -1, "energy_ha": -703.87645}

4.
{"formula": "C3H4FeO4", "method": "ωB97M-V/def2-TZVPD", "species": ["C", "C", "O", "C", "O", "O", "O", "Fe", "H", "H", "H", "H"], "coordinates": [[0.702, -0.346, -2.383], [0.502, 0.979, -1.675], [-0.415, 1.769, -2.442], [-1.366, 1.123, -3.040], [0.319, -1.434, -1.839], [-2.240, 1.708, -3.686], [-1.359, -0.156, -2.868], [-2.951, 3.315, -3.999], [1.317, -0.358, -3.297], [1.436, 1.547, -1.623], [0.075, 0.807, -0.678], [-1.047, -1.299, -2.398]], "homo_lumo_gap_ev": [6.65, 5.96], "lumo_energy_ev": [-11.77, -12.46], "total_charge": 2, "energy_ha": -1680.51526, "spin_multiplicity": 5}

5.
{"formula": "C18H24FN3O", "method": "ωB97M-V/def2-TZVPD", "species": ["C", "C", "C", "C", "O", "C", "C", "C", "F", "C", "N", "C", "C", "N", "C", "C", "C", "N", "C", "C", "C", "C", "C", "H", "H", "H", "H", "H", "H", "H", "H", "H", "H", "H", "H", "H", "H", "H", "H", "H", "H", "H", "H", "H", "H", "H", "H"], "coordinates": [[5.989, -3.657, -0.463], [4.754, -3.452, -1.331], [3.947, -2.221, -0.907], [3.117, -2.473, 0.338], [3.330, -3.414, 1.070], [1.949, -1.586, 0.582], [0.834, -2.232, 1.123], [-0.335, -1.564, 1.377], [-1.352, -2.283, 1.921], [-0.486, -0.190, 1.123], [-1.641, 0.489, 1.436], [-2.948, -0.046, 1.115], [-3.408, 0.471, -0.253], [-3.460, 1.920, -0.229], [-4.086, 2.512, -1.393], [-4.789, 3.829, -1.022], [-5.823, 3.590, -0.047], [-6.647, 3.394, 0.719], [-2.148, 2.464, 0.061], [-1.693, 1.932, 1.423], [0.663, 0.442, 0.628], [1.857, -0.207, 0.356], [3.008, 0.627, -0.127], [5.697, -3.794, 0.573], [6.537, -4.539, -0.787], [6.654, -2.797, -0.531], [4.117, -4.335, -1.264], [5.057, -3.331, -2.374], [4.639, -1.401, -0.708], [3.275, -1.909, -1.709], [0.898, -3.285, 1.354], [-3.653, 0.296, 1.877], [-2.942, -1.132, 1.106], [-2.718, 0.098, -1.034], [-4.409, 0.087, -0.459], [-3.362, 2.709, -2.203], [-4.837, 1.816, -1.775], [-4.076, 4.543, -0.602], [-5.242, 4.272, -1.913], [-1.415, 2.181, -0.718], [-2.206, 3.553, 0.100], [-2.438, 2.232, 2.168], [-0.731, 2.352, 1.714], [0.627, 1.503, 0.433], [2.801, 1.682, 0.038], [3.920, 0.373, 0.407], [3.177, 0.481, -1.193]], "smiles": "CCCC(=O)c1cc(F)c(N2CCN(CCC#N)CC2)cc1C", "homo_lumo_gap_ev": 8.54, "de_lowest_ev": 0.182, "lumo_energy_ev": 0.55, "energy_ha": -1039.65064}

6.
{"formula": "C43H50N8RhS4", "method": "ωB97M-V/def2-TZVPD", "species": ["Rh", "C", "N", "C", "C", "C", "N", "C", "C", "H", "H", "H", "H", "H", "H", "H", "H", "H", "H", "H", "H", "H", "H", "H", "H", "N", "S", "N", "S", "N", "S", "N", "C", "C", "C", "C", "C", "C", "C", "C", "C", "C", "C", "C", "C", "C", "C", "C", "C", "C", "C", "C", "C", "C", "C", "C", "C", "C", "C", "C", "C", "C", "C", "C", "C", "C", "C", "C", "H", "H", "H", "H", "H", "H", "H", "H", "H", "H", "H", "H", "H", "H", "H", "H", "H", "H", "H", "H", "H", "H", "H", "H", "H", "H", "H", "H", "H", "H", "N", "C", "N", "S", "H", "H", "H", "H"], "coordinates": [[-1.861, -0.196, 1.696], [-0.848, 0.405, 4.541], [-2.119, 0.114, 3.852], [-3.095, 1.136, 4.293], [-2.594, -1.239, 4.271], [-3.724, -1.713, 3.358], [-3.243, -1.790, 1.947], [-4.403, -1.873, 1.030], [-2.433, -3.011, 1.730], [-1.001, 0.383, 5.624], [-0.485, 1.386, 4.245], [-0.113, -0.341, 4.257], [-3.254, 1.045, 5.371], [-4.046, 1.019, 3.781], [-2.694, 2.131, 4.087], [-2.934, -1.220, 5.312], [-1.741, -1.916, 4.221], [-4.573, -1.031, 3.378], [-4.086, -2.694, 3.682], [-4.977, -2.772, 1.267], [-4.034, -1.930, 0.008], [-5.044, -1.006, 1.158], [-3.048, -3.888, 1.950], [-1.561, -3.015, 2.384], [-2.116, -3.036, 0.692], [-1.594, -0.771, -0.220], [-1.132, -0.366, -1.565], [0.377, -0.873, -1.975], [1.632, -0.019, -1.637], [1.669, 0.778, -0.297], [1.422, 0.196, 1.199], [0.058, 0.340, 1.792], [2.628, 1.140, 2.104], [2.610, 0.984, 3.487], [3.553, 1.645, 4.254], [4.499, 2.457, 3.641], [4.502, 2.613, 2.264], [3.568, 1.947, 1.482], [2.025, -1.476, 1.256], [1.135, -2.486, 0.912], [1.587, -3.795, 0.887], [2.910, -4.079, 1.194], [3.790, -3.058, 1.525], [3.354, -1.743, 1.561], [2.991, -1.134, -1.809], [4.256, -0.589, -1.608], [5.362, -1.403, -1.777], [5.192, -2.733, -2.145], [3.924, -3.256, -2.342], [2.802, -2.455, -2.177], [1.927, 1.223, -2.860], [2.199, 2.538, -2.524], [2.456, 3.438, -3.549], [2.441, 3.017, -4.869], [2.162, 1.693, -5.186], [1.903, 0.782, -4.179], [-1.183, 1.352, -2.064], [-0.963, 2.334, -1.114], [-0.931, 3.661, -1.507], [-1.111, 3.997, -2.840], [-1.322, 3.005, -3.787], [-1.357, 1.673, -3.403], [-2.085, -1.185, -2.818], [-3.460, -0.978, -2.754], [-4.273, -1.573, -3.701], [-3.715, -2.373, -4.691], [-2.346, -2.580, -4.737], [-1.515, -1.979, -3.801], [1.873, 0.350, 3.953], [3.555, 1.526, 5.327], [5.235, 2.969, 4.242], [5.237, 3.250, 1.795], [3.567, 2.063, 0.409], [0.114, -2.237, 0.651], [0.909, -4.595, 0.627], [3.258, -5.102, 1.177], [4.817, -3.286, 1.770], [4.038, -0.952, 1.829], [4.378, 0.451, -1.340], [6.354, -1.001, -1.635], [6.059, -3.363, -2.287], [3.804, -4.289, -2.636], [1.807, -2.846, -2.327], [2.198, 2.853, -1.491], [2.675, 4.469, -3.312], [2.654, 3.722, -5.659], [2.156, 1.371, -6.217], [1.694, -0.253, -4.415], [-0.797, 2.050, -0.084], [-0.753, 4.437, -0.775], [-1.084, 5.034, -3.145], [-1.466, 3.266, -4.825], [-1.532, 0.903, -4.140], [-3.882, -0.350, -1.981], [-5.342, -1.415, -3.672], [-4.354, -2.835, -5.430], [-1.919, -3.208, -5.507], [-0.448, -2.128, -3.833], [-4.403, 3.503, 1.759], [-3.379, 2.661, 1.745], [-2.216, 3.017, 2.278], [-3.606, 1.145, 0.964], [-4.323, 4.447, 2.106], [-5.291, 3.222, 1.374], [-2.081, 3.913, 2.722], [-1.429, 2.383, 2.227]], "homo_lumo_gap_ev": 7.24, "de_lowest_ev": 0.225, "lumo_energy_ev": -8.74, "total_charge": 3, "energy_ha": -3808.85830}

7.
{"formula": "CH5NO2S", "method": "ωB97M-V/def2-TZVPD", "species": ["C", "N", "O", "O", "S", "H", "H", "H", "H", "H"], "coordinates": [[0.463, -1.131, -0.602], [-4.286, 0.813, -0.619], [-3.327, -0.946, 0.786], [-0.139, -0.927, 0.437], [-3.100, 0.331, 0.156], [-0.676, -3.171, -2.687], [1.489, -1.058, -0.741], [-0.059, -1.337, -1.476], [-5.248, 0.533, -0.646], [-0.005, -2.852, -2.632]], "homo_lumo_gap_ev": 10.08, "de_lowest_ev": 3.815, "lumo_energy_ev": -0.28, "energy_ha": -644.40409}

8.
{"formula": "C5H14ClLuO3STi", "method": "ωB97M-V/def2-TZVPD", "species": ["Lu", "Cl", "C", "H", "H", "H", "Ti", "C", "C", "C", "H", "H", "H", "H", "H", "H", "H", "H", "C", "S", "O", "O", "O", "H", "H", "H"], "coordinates": [[0.203, -0.104, 0.418], [-0.299, 1.941, -1.349], [-1.984, -0.229, 0.722], [-1.902, -0.713, 1.740], [-2.526, -0.861, 0.009], [-2.402, 0.794, 0.823], [0.479, 0.279, -2.757], [2.412, 0.803, -3.250], [-0.753, 0.104, -4.384], [0.399, -1.318, -1.683], [-1.130, -0.931, -4.393], [-1.586, 0.819, -4.329], [-0.137, 0.292, -5.278], [3.075, -0.002, -2.898], [2.456, 0.874, -4.349], [2.700, 1.762, -2.795], [-0.460, -2.002, -1.535], [1.408, -1.665, -1.331], [-0.410, 0.350, 4.411], [0.775, 0.569, 3.052], [1.960, 1.207, 3.454], [0.909, -0.828, 2.355], [0.080, 1.403, 1.924], [0.107, -0.174, 5.228], [-1.316, -0.230, 4.176], [-0.723, 1.326, 4.806]], "homo_lumo_gap_ev": 8.59, "de_lowest_ev": 0.000, "lumo_energy_ev": 0.08, "energy_ha": -3367.99206}

Repeat the fifth record exactly.
{"formula": "C18H24FN3O", "method": "ωB97M-V/def2-TZVPD", "species": ["C", "C", "C", "C", "O", "C", "C", "C", "F", "C", "N", "C", "C", "N", "C", "C", "C", "N", "C", "C", "C", "C", "C", "H", "H", "H", "H", "H", "H", "H", "H", "H", "H", "H", "H", "H", "H", "H", "H", "H", "H", "H", "H", "H", "H", "H", "H"], "coordinates": [[5.989, -3.657, -0.463], [4.754, -3.452, -1.331], [3.947, -2.221, -0.907], [3.117, -2.473, 0.338], [3.330, -3.414, 1.070], [1.949, -1.586, 0.582], [0.834, -2.232, 1.123], [-0.335, -1.564, 1.377], [-1.352, -2.283, 1.921], [-0.486, -0.190, 1.123], [-1.641, 0.489, 1.436], [-2.948, -0.046, 1.115], [-3.408, 0.471, -0.253], [-3.460, 1.920, -0.229], [-4.086, 2.512, -1.393], [-4.789, 3.829, -1.022], [-5.823, 3.590, -0.047], [-6.647, 3.394, 0.719], [-2.148, 2.464, 0.061], [-1.693, 1.932, 1.423], [0.663, 0.442, 0.628], [1.857, -0.207, 0.356], [3.008, 0.627, -0.127], [5.697, -3.794, 0.573], [6.537, -4.539, -0.787], [6.654, -2.797, -0.531], [4.117, -4.335, -1.264], [5.057, -3.331, -2.374], [4.639, -1.401, -0.708], [3.275, -1.909, -1.709], [0.898, -3.285, 1.354], [-3.653, 0.296, 1.877], [-2.942, -1.132, 1.106], [-2.718, 0.098, -1.034], [-4.409, 0.087, -0.459], [-3.362, 2.709, -2.203], [-4.837, 1.816, -1.775], [-4.076, 4.543, -0.602], [-5.242, 4.272, -1.913], [-1.415, 2.181, -0.718], [-2.206, 3.553, 0.100], [-2.438, 2.232, 2.168], [-0.731, 2.352, 1.714], [0.627, 1.503, 0.433], [2.801, 1.682, 0.038], [3.920, 0.373, 0.407], [3.177, 0.481, -1.193]], "smiles": "CCCC(=O)c1cc(F)c(N2CCN(CCC#N)CC2)cc1C", "homo_lumo_gap_ev": 8.54, "de_lowest_ev": 0.182, "lumo_energy_ev": 0.55, "energy_ha": -1039.65064}